# C5H8N3O4P

A 2-piece molecular cluster, C5H8N3O4P overall at a distorted geometry (ωB97M-V with the def2-TZVPD basis set, the OMol25 dataset).

Atoms and positions in Å:
P  3.8800  0.1539  0.3638
O  4.6809  1.3070  1.2545
O  4.2453  -1.1707  0.9808
O  4.2989  0.4827  -1.0594
O  -5.0727  1.0896  1.5121
N  -3.0153  0.0533  1.0331
N  -2.5434  -0.3829  -0.1205
N  -4.5082  0.5515  -0.6544
C  -4.2222  0.6129  0.7392
C  -1.2745  -0.7802  -0.1900
C  -3.4592  -0.1167  -1.1107
C  2.1042  0.5538  0.5309
C  -0.6786  -1.5637  -1.0947
H  0.3708  -1.8771  -0.9572
H  4.9140  1.9021  0.5498
H  1.6058  -0.4111  0.3464
H  -1.2461  -1.7758  -2.0719
H  1.9656  1.2821  -0.2234
H  -0.8492  -0.3937  0.7825
H  -3.2341  -0.3637  -2.1371
H  2.0379  0.8467  1.5263

As for the total energy: -27266.091 eV. For the frontier orbital gap, the calculation gives 6.79 eV. The calculation puts the relative energy (zero: lowest compared OMol25 entry of this formula, charge and spin) at 0.000 eV. As for the charge: -2.

Atom charges from the Löwdin analysis, given in e for atoms 1 to 4: 0.196 -0.233 -0.421 -0.445


# C14H6Cl8N3O2Zr

C14H6Cl8N3O2Zr as an isolated structure at a distorted geometry (ωB97M-V with the def2-TZVPD basis set, the OMol25 dataset).

Atoms and positions in Å:
Zr  -0.3397  -0.0062  -0.7096
Cl  -1.9267  3.7849  1.7304
Cl  1.9489  0.4270  0.1563
Cl  3.2394  4.9121  2.9069
Cl  0.2237  5.6704  3.0177
Cl  1.4404  2.3934  -5.4247
Cl  3.0513  -0.0143  -5.1862
Cl  0.3734  -0.1627  -6.3049
Cl  4.1158  2.2529  1.4579
O  -0.7553  1.3380  0.4977
O  -2.3448  0.3749  -1.5803
N  -1.5579  -6.5660  2.6619
N  -0.7583  -1.7748  0.4153
N  0.4588  0.2467  -2.7809
C  0.7122  4.2442  2.2559
C  -0.0670  -2.1457  1.5328
C  2.4852  2.7232  1.5738
C  -1.9256  -3.8687  0.4634
C  -1.1866  -4.2506  1.5884
C  0.1458  2.2413  1.0834
C  2.0753  3.9052  2.2044
C  1.4900  1.9303  1.0429
C  0.8841  0.4294  -3.8355
C  -0.2624  3.4080  1.6856
C  1.4443  0.6650  -5.2097
C  -0.2489  -3.3643  2.1287
C  -1.6921  -2.6370  -0.0825
C  -1.3931  -5.5335  2.1838
H  -2.6826  0.4318  -2.4893
H  0.6422  -1.4393  1.9388
H  -2.6720  -4.5223  0.0329
H  0.3253  -3.6251  3.0077
H  -2.2589  -2.3144  -0.9479
H  -2.9842  0.8463  -1.0149

As for the total energy: -124612.232 eV. For the frontier orbital gap, the calculation gives 5.59 eV. The calculation puts the relative energy (zero: lowest compared OMol25 entry of this formula, charge and spin) at 0.378 eV. As for the charge: +3.

Atom charges from the Löwdin analysis, given in e for atoms 1 to 4: 1.752 0.818 0.790 0.830


# C27H26BrO4

A 2-piece molecular cluster, C27H26BrO4 overall at a distorted geometry (ωB97M-V with the def2-TZVPD basis set, the OMol25 dataset).

Atoms and positions in Å:
Br  1.4596  2.8246  4.5821
O  1.5929  -0.4974  3.7116
O  0.7003  2.8939  -2.6120
O  1.1231  -3.2688  0.7763
O  -3.0000  2.1668  0.7355
C  -0.6978  0.3025  -3.2551
C  2.0708  2.8569  1.7059
C  -1.9021  0.8971  -1.0610
C  -4.0271  -0.5332  -0.3115
C  1.8658  -2.9737  -0.4207
C  -3.6348  -0.8849  1.0766
C  -0.8283  1.1074  -2.0504
C  -2.8851  -0.1624  -1.2663
C  2.0187  -3.5085  1.8893
C  -1.6848  -0.7723  -3.4845
C  0.5329  2.3996  -0.2046
C  3.9989  1.5676  -0.4312
C  -6.4536  -1.0063  0.3036
C  1.8857  2.7256  0.2504
C  2.0241  -1.4189  -0.6572
C  3.5294  -0.9399  -0.7672
C  0.2099  2.2393  -1.7146
C  -5.4357  -0.5963  -0.6825
C  -6.0808  -1.3785  1.6643
C  3.6819  0.4451  -1.5202
C  -0.5660  2.2087  0.7846
C  -2.7459  -0.9791  -2.4993
C  -0.3472  2.3488  2.2163
C  1.0042  2.6707  2.6837
C  -1.9694  1.8172  0.2126
C  3.1293  2.8976  -0.6686
C  -4.6572  -1.2966  2.0521
H  -2.5613  -0.8453  1.4021
H  3.9335  -0.9095  0.2870
H  3.6586  1.1443  0.5581
H  0.1517  0.5130  -3.9510
H  4.1526  -1.7160  -1.3010
H  -4.3058  -1.5596  3.0840
H  2.7768  0.7111  -2.1389
H  -5.7754  -0.3523  -1.7168
H  1.5497  0.4553  3.7908
H  -7.5357  -1.0549  0.0342
H  2.0218  -4.5836  2.2192
H  3.7595  3.7486  -0.2760
H  -1.1651  2.2171  2.9565
H  4.5888  0.4162  -2.1955
H  1.4346  -1.1375  -1.5805
H  2.8912  3.0283  -1.7501
H  3.0838  -3.2354  1.6509
H  5.0944  1.7787  -0.3248
H  -6.7948  -1.7250  2.4500
H  1.2247  -3.3638  -1.2704
H  3.0873  3.0818  2.1258
H  1.6589  -2.8870  2.7516
H  2.8335  -3.5479  -0.4911
H  1.4960  -0.8978  0.1959
H  -3.4767  -1.7994  -2.6890
H  -1.6101  -1.4398  -4.3770

As for the total energy: -106648.841 eV. For the frontier orbital gap, the calculation gives 4.34 eV. As for the charge: -1.

Atom charges from the Löwdin analysis, given in e for atoms 1 to 4: 0.701 -0.602 0.077 -0.218


# C23H27F6FeN2O4S2Te

C23H27F6FeN2O4S2Te as an isolated structure (ωB97M-V with the def2-TZVPD basis set, the OMol25 dataset).

Atoms and positions in Å:
Te  1.5501  0.6444  -2.0434
Fe  -1.0722  -0.7573  0.0581
S  1.7823  -0.7193  1.7828
S  -0.3594  -2.1989  2.2929
F  0.0740  -4.5210  3.3653
F  1.9807  -2.2314  -0.3824
F  -2.0029  -3.9107  3.2255
F  -0.7117  -3.0247  4.7257
F  3.6235  -0.8909  -0.0196
F  3.4229  -2.7051  1.1642
O  2.7257  0.1266  2.4094
O  0.8012  -0.0463  0.8843
O  -0.3746  -2.7658  0.9346
O  -1.3780  -1.1644  2.3763
N  -1.0430  -1.6643  -1.8587
N  1.0649  -1.7302  2.7368
C  2.7728  -1.7343  0.5822
C  3.9977  0.6005  -5.5838
C  -2.2613  1.2204  -1.0154
C  -0.6464  -4.0436  -4.4032
C  -1.2553  2.1282  -0.6763
C  -1.4315  -3.9313  -3.0884
C  -4.1895  -0.3208  -0.4033
C  -3.0340  0.5913  -0.0254
C  3.3142  0.3461  -3.1751
C  -0.9780  2.4401  0.6528
C  -5.5037  0.4628  -0.3216
C  3.7052  0.9469  -6.8912
C  -2.7642  0.9315  1.3086
C  3.0238  0.7432  -4.5995
C  2.4497  1.4456  -7.2193
C  -4.2545  -1.5809  0.4649
C  -1.2146  -2.6643  -2.4012
C  -1.7524  1.8239  1.6358
C  1.4847  1.6024  -6.2401
C  0.7453  1.4291  -3.8358
C  0.0902  3.4250  1.0263
C  1.7750  1.2521  -4.9248
C  -0.7722  -3.5264  3.5158
H  -2.5046  -4.0300  -3.2631
H  -6.3379  -0.1750  -0.6128
H  -1.1392  -4.7205  -2.3918
H  -1.5776  2.0670  2.6767
H  0.8467  2.9468  1.6521
H  -4.9966  -2.2699  0.0637
H  4.4562  0.8256  -7.6597
H  -5.4914  1.3264  -0.9872
H  0.5085  2.4838  -3.6656
H  -0.9483  -3.2732  -5.1105
H  4.9790  0.2212  -5.3272
H  0.5107  2.0012  -6.4961
H  -3.2950  -2.1122  0.5024
H  -4.0464  -0.6322  -1.4432
H  0.4255  -3.9644  -4.2314
H  -5.6811  0.8147  0.6960
H  -4.5444  -1.3503  1.4904
H  -0.3330  4.2401  1.6140
H  -0.7378  2.6693  -1.4612
H  -0.8565  -5.0138  -4.8460
H  -3.3730  0.5174  2.1007
H  0.5757  3.8502  0.1492
H  -2.5076  1.0503  -2.0581
H  2.2250  1.7146  -8.2423
H  -0.1995  0.9273  -4.0586
H  3.6300  -0.6943  -3.0690
H  4.0996  0.9536  -2.7149

As for the total energy: -115098.914 eV. For the frontier orbital gap (spin up / spin down), the calculation gives 8.78 / 5.52 eV. Its spin multiplicity is 6. As for the charge: +2. The expectation value of S² is 8.76.

Atom charges from the Löwdin analysis, given in e for atoms 1 to 4: 1.760 0.827 0.647 0.677


# C22H30F6MgNO19S2

C22H30F6MgNO19S2 as an isolated structure at a distorted geometry (ωB97M-V with the def2-TZVPD basis set, the OMol25 dataset).

Atoms and positions in Å:
S  -4.4313  5.3706  -13.2814
S  -4.0025  6.7296  -15.5165
Mg  -2.2003  7.7529  -13.1827
F  -6.7138  4.8788  -12.0211
F  -6.9415  6.2820  -13.6400
F  -2.5165  6.1228  -17.6026
F  -5.9489  6.9817  -11.8411
F  -3.3751  4.3446  -16.6720
F  -1.7511  5.3175  -15.7475
O  -2.4838  7.4348  -11.0298
O  -3.8510  10.6956  -10.7790
O  -3.4747  9.3417  -12.5941
O  -0.2762  11.3916  -12.4035
O  -1.4454  8.5173  -14.8492
O  -0.6289  6.6940  -13.1183
O  0.5783  9.2862  -15.0106
O  -1.3259  7.5958  -9.0631
O  -3.3083  8.1885  -9.1559
O  -3.7054  7.9954  -16.2300
O  -3.7128  5.0534  -12.0316
O  1.4649  6.5733  -12.1812
O  -5.4115  6.2033  -15.7676
O  -4.6384  4.2020  -14.2224
O  -0.0004  7.9522  -16.4071
O  -0.8275  9.2329  -12.2283
O  -4.6875  11.3055  -12.7150
O  1.1953  9.9558  -11.7566
O  -0.0377  5.5033  -11.3067
N  -3.6130  6.8507  -13.9695
C  -4.1399  12.7881  -9.4966
C  -0.4342  8.6572  -15.4058
C  -6.1377  5.9021  -12.6338
C  -3.9747  10.3469  -12.0344
C  2.9905  8.5639  -14.6214
C  -0.0053  10.1396  -12.1541
C  0.9024  12.2245  -12.3071
C  -2.8455  5.5104  -16.4346
C  0.6393  13.3340  -11.3148
C  2.1794  5.9492  -11.1522
C  -2.7661  8.7695  -8.0661
C  1.8016  9.0395  -15.5960
C  -3.9242  8.7541  -7.1164
C  -4.7481  11.7535  -10.4948
C  0.2149  6.3040  -12.3346
C  1.2031  3.6823  -10.4832
C  -5.1483  12.2916  -11.8385
C  1.9060  11.1319  -11.8086
C  -2.3894  7.6565  -9.8142
C  1.3634  8.1338  -16.7638
C  1.0458  5.1774  -10.5322
C  -1.7012  7.7736  -7.6445
H  -5.6784  11.3824  -10.0646
H  -4.6446  13.2399  -12.0254
H  -2.4848  9.7785  -8.3673
H  0.8154  5.7162  -9.6132
H  2.6370  11.1192  -12.6171
H  -4.1380  12.6299  -8.4181
H  -4.2801  7.7240  -7.1352
H  -4.5245  13.8079  -9.5070
H  1.5901  13.8147  -11.0846
H  1.4549  3.4948  -11.5270
H  -0.8653  8.1551  -7.0582
H  1.3135  12.5424  -13.2653
H  1.8087  7.1409  -16.7013
H  2.9768  5.2511  -11.4066
H  2.4341  11.3313  -10.8762
H  0.2543  3.1768  -10.3031
H  2.0059  3.3667  -9.8169
H  -3.0998  12.9423  -9.7838
H  -6.2315  12.3523  -11.9440
H  3.9310  8.8010  -15.1189
H  -3.9292  9.0094  -6.0567
H  3.0178  7.4785  -14.5258
H  2.3370  9.8145  -16.1445
H  0.1136  12.9985  -10.4209
H  1.6855  8.5888  -17.7005
H  0.0239  14.1596  -11.6723
H  2.7029  9.0169  -13.6726
H  -2.0465  6.8384  -7.2038
H  2.5124  6.5997  -10.3434
H  -4.7223  9.3621  -7.5423

As for the total energy: -107106.325 eV. For the frontier orbital gap, the calculation gives 9.28 eV. As for the charge: +1.

Atom charges from the Löwdin analysis, given in e for atoms 1 to 4: 0.822 0.690 0.559 0.173


# HN2O3S

An isolated ion of composition HN2O3S and charge -1 at a distorted geometry (ωB97M-V with the def2-TZVPD basis set, the OMol25 dataset).

Atoms and positions in Å:
S  0.1847  1.1538  -0.5623
O  -0.6806  -0.3064  0.6379
O  -1.5062  -2.0951  0.8301
O  0.6954  2.5592  -0.4496
N  -1.5774  -1.0522  0.1183
N  1.5104  0.3704  -0.3270
H  1.3737  -0.6297  -0.2474

As for the total energy: -19968.722 eV. For the frontier orbital gap (spin up / spin down), the calculation gives 6.51 / 7.18 eV. The calculation puts the relative energy (zero: lowest compared OMol25 entry of this formula, charge and spin) at 3.137 eV. Its spin multiplicity is 3. As for the charge: -1. The expectation value of S² is 2.01.

Atom charges from the Löwdin analysis, given in e for atoms 1 to 4: 0.794 -0.460 -0.050 -0.600


# C4H12S3

A 2-piece molecular cluster, C4H12S3 overall at a distorted geometry (ωB97M-V with the def2-TZVPD basis set, the OMol25 dataset).

Atoms and positions in Å:
S  -2.5761  0.5374  1.6367
S  2.2222  -2.2058  -0.7575
S  1.4335  -0.9073  -2.2581
C  -0.2984  1.2753  -1.8072
C  -1.6622  1.4606  2.9626
C  -0.4048  2.1018  2.3505
C  0.3445  0.0810  -1.1070
H  -0.9816  1.7910  -1.1564
H  -2.3270  2.2388  3.4050
H  0.1727  2.6970  3.1389
H  3.1133  -2.8410  -1.5911
H  0.2382  1.2542  2.0415
H  0.4468  1.9572  -2.2217
H  -1.3629  0.7793  3.7831
H  -0.8518  1.0133  -2.7105
H  -0.5744  2.8452  1.5318
H  -3.6039  0.2131  2.4779
H  -0.4166  -0.6322  -0.7778
H  0.9989  0.3838  -0.2518

As for the total energy: -36847.806 eV. For the frontier orbital gap, the calculation gives 8.58 eV. As for the structure (SMILES): CCSS.CCS. The calculation puts the relative energy (zero: lowest compared OMol25 entry of this formula, charge and spin) at 0.572 eV.

Atom charges from the Löwdin analysis, given in e for atoms 1 to 4: 0.638 0.273 0.386 -0.174


# C5H11NO

One molecule with the formula C5H11NO at a distorted geometry (ωB97M-V with the def2-TZVPD basis set, the OMol25 dataset).

Atoms and positions in Å:
O  -1.3181  1.5275  -0.0814
N  0.9494  0.8125  -0.0729
C  1.1918  2.2143  -0.4366
C  1.0209  -2.2655  0.1619
C  -0.5353  0.4875  -0.2078
C  -0.9551  -0.7106  0.6107
C  -0.8209  -2.0326  0.1458
H  1.1334  0.7191  0.9247
H  2.2490  2.4457  -0.2918
H  1.3273  -3.2065  0.6194
H  1.1680  -1.4806  0.9022
H  0.5223  2.8340  0.1631
H  0.9906  2.3317  -1.4969
H  -0.9749  -2.2238  -0.9152
H  -0.6645  0.0209  -1.2226
H  -1.7915  -0.4237  1.2948
H  1.2809  -2.2623  -0.8867
H  -1.0751  -2.9221  0.7089

As for the total energy: -8895.077 eV. For the frontier orbital gap, the calculation gives 6.46 eV. The calculation puts the relative energy (zero: lowest compared OMol25 entry of this formula, charge and spin) at 6.620 eV.

Atom charges from the Löwdin analysis, given in e for atoms 1 to 4: -0.101 -0.078 -0.135 0.032


Please write out number 7 again, unchanged.
# C4H12S3

A 2-piece molecular cluster, C4H12S3 overall at a distorted geometry (ωB97M-V with the def2-TZVPD basis set, the OMol25 dataset).

Atoms and positions in Å:
S  -2.5761  0.5374  1.6367
S  2.2222  -2.2058  -0.7575
S  1.4335  -0.9073  -2.2581
C  -0.2984  1.2753  -1.8072
C  -1.6622  1.4606  2.9626
C  -0.4048  2.1018  2.3505
C  0.3445  0.0810  -1.1070
H  -0.9816  1.7910  -1.1564
H  -2.3270  2.2388  3.4050
H  0.1727  2.6970  3.1389
H  3.1133  -2.8410  -1.5911
H  0.2382  1.2542  2.0415
H  0.4468  1.9572  -2.2217
H  -1.3629  0.7793  3.7831
H  -0.8518  1.0133  -2.7105
H  -0.5744  2.8452  1.5318
H  -3.6039  0.2131  2.4779
H  -0.4166  -0.6322  -0.7778
H  0.9989  0.3838  -0.2518

As for the total energy: -36847.806 eV. For the frontier orbital gap, the calculation gives 8.58 eV. As for the structure (SMILES): CCSS.CCS. The calculation puts the relative energy (zero: lowest compared OMol25 entry of this formula, charge and spin) at 0.572 eV.

Atom charges from the Löwdin analysis, given in e for atoms 1 to 4: 0.638 0.273 0.386 -0.174


Which formula does entry 4 have? C23H27F6FeN2O4S2Te